# 1
Computed, not measured: C3H8IN in the gas phase, with ωB97M-V/def2-TZVPD.

CARTESIAN COORDINATES (ANGSTROEM)
C1 0.58 -0.13 -1.24
C2 0.02 0.43 1.02
C3 -0.51 -0.40 -0.22
N1 -0.65 -1.79 0.24
I1 -0.76 -3.12 -1.24
H1 1.18 -1.01 -1.44
H2 0.14 0.22 -2.21
H3 1.17 0.82 -0.93
H4 0.95 -0.04 1.22
H5 -0.71 0.56 1.95
H6 0.13 1.59 0.74
H7 -1.59 0.11 -0.42
H8 -1.45 -1.70 0.78

Results
relative energy (zero: lowest compared OMol25 entry of this formula, charge and spin) = 1.004 eV
charge = 0
HOMO = -8.7 eV
SMILES = CC(C)NI

Results of the Mulliken charge analysis, in e, for atoms 1 through 2:
1. C -1.29
2. C -1.38



# 2
Computed, not measured: a 2-piece molecular cluster, C3H8N overall, with ωB97M-V/def2-TZVPD.

CARTESIAN COORDINATES (ANGSTROEM)
C1 -1.34 -1.47 0.27
C2 -2.56 -1.01 0.50
H1 -1.10 -2.52 0.32
H2 -0.53 -0.79 0.06
H3 -3.38 -1.67 0.75
H4 -2.77 0.05 0.45
C3 1.32 0.77 -0.27
N1 2.31 1.54 -0.46
H5 0.33 1.09 -0.57
H6 1.50 -0.19 0.21
H7 3.24 1.27 -0.16
H8 2.20 2.45 -0.88

Results
relative energy (zero: lowest compared OMol25 entry of this formula, charge and spin) = 1.494 eV
charge = +1
HOMO = -13.4 eV

Results of the Mulliken charge analysis, in e, for atoms 1 through 2:
1. C 0.41
2. C -0.48



# 3
Computed, not measured: a 3-piece molecular cluster, C3H8N overall, with ωB97M-V/def2-TZVPD.

CARTESIAN COORDINATES (ANGSTROEM)
C1 2.02 -1.21 -0.09
C2 1.70 -0.12 0.82
C3 0.80 0.88 0.17
N1 0.55 0.89 -1.16
H1 2.58 -2.12 0.49
H2 1.09 -1.72 -0.29
H3 2.44 -0.81 -1.03
H4 2.05 0.35 1.70
H5 0.35 1.85 0.77
H6 0.52 1.96 -1.42
H7 -6.83 0.73 0.16
H8 -7.27 -0.68 -0.12

Results
relative energy (zero: lowest compared OMol25 entry of this formula, charge and spin) = 8.653 eV
charge = +1
HOMO = -13.1 eV

Results of the Mulliken charge analysis, in e, for atoms 1 through 2:
1. C -0.90
2. C 0.10



# 4
Computed, not measured: an isolated ion of composition C3H8N and charge +1, with ωB97M-V/def2-TZVPD.

CARTESIAN COORDINATES (ANGSTROEM)
C1 2.16 0.17 -0.07
C2 0.43 0.05 -0.14
C3 -2.00 -0.04 -0.15
N1 -0.73 0.37 0.34
H1 2.31 0.20 -1.14
H2 2.53 1.18 0.45
H3 2.67 -0.78 0.24
H4 0.32 -0.83 -0.91
H5 -2.63 0.21 0.76
H6 -2.22 0.54 -1.03
H7 -1.95 -1.17 -0.26
H8 -0.61 1.26 0.75

Results
relative energy (zero: lowest compared OMol25 entry of this formula, charge and spin) = 1.797 eV
charge = +1
HOMO = -17.3 eV
SMILES = C/C=[NH+]/C

Results of the Mulliken charge analysis, in e, for atoms 1 through 2:
1. C -0.74
2. C 0.09



# 5
Computed, not measured: a 2-piece molecular cluster, C3H8N2 overall, with ωB97M-V/def2-TZVPD.

CARTESIAN COORDINATES (ANGSTROEM)
C1 1.07 -1.53 0.36
N1 0.71 -0.67 -0.76
H1 0.80 -1.17 -1.64
H2 -0.35 -0.44 -0.76
H3 1.16 -0.96 1.29
H4 0.30 -2.29 0.52
H5 2.03 -2.02 0.19
N2 -1.73 0.65 -0.07
C2 -0.54 1.48 0.10
C3 0.10 2.49 0.36
H6 -2.22 0.45 0.80
H7 -2.34 0.93 -0.83
H8 0.99 3.07 0.45

Results
relative energy (zero: lowest compared OMol25 entry of this formula, charge and spin) = 4.262 eV
charge = 0
HOMO = -8.4 eV
SMILES = C#CN.CN

Results of the Mulliken charge analysis, in e, for atoms 1 through 2:
1. C -0.73
2. N -0.56



# 6
Computed, not measured: C3H8N2 in the gas phase, with ωB97M-V/def2-TZVPD.

CARTESIAN COORDINATES (ANGSTROEM)
C1 0.73 1.19 -0.67
C2 -1.32 -0.03 -0.13
C3 0.86 -0.96 0.50
H1 -0.02 2.16 -0.76
H2 1.27 1.14 -1.73
H3 1.39 1.60 0.27
H4 -1.91 -1.06 -0.20
H5 -1.69 0.58 -1.01
H6 -1.72 0.53 0.90
H7 1.94 -0.60 0.62
H8 -0.32 -2.39 1.25
N1 0.14 -0.17 -0.33
N2 0.66 -1.99 1.30

Results
relative energy (zero: lowest compared OMol25 entry of this formula, charge and spin) = 3.305 eV
charge = 0
HOMO = -9.0 eV
SMILES = [H]/N=C\N(C)C

Results of the Mulliken charge analysis, in e, for atoms 1 through 2:
1. C -0.86
2. C -1.00



Let's list DFT total energy in order: -471.47722 -173.52785 -173.26474 -173.51671 -228.49204 -228.52718 hartree.